75
Properties=species:S:1:pos:R:3:forces:R:3 method="wB97M-V/def2-TZVPD" total_charge=-4 lumo_energy_ev=6.7 energy_ev=-193608.3275
C -5.7037 -0.1916 1.2302 -0.30 1.53 0.12
C -4.6791 -0.5966 0.2110 0.14 -3.18 0.42
O -4.5211 -1.9732 0.3692 0.31 2.16 -1.04
H -5.5410 -0.7267 2.1651 -0.27 -0.37 -0.23
H -6.6982 -0.2791 0.7875 -0.26 -0.36 0.46
H -5.5302 0.8666 1.4504 -0.37 0.63 0.20
H -3.8119 0.0771 0.3396 1.01 -0.10 0.46
H -4.9858 -0.2646 -0.7974 -0.57 0.03 -0.60
C 0.3263 -0.8952 0.1459 -0.96 0.00 0.04
C 1.4104 -1.9143 0.5007 0.98 -1.17 -2.21
O 1.8468 -2.5511 -0.6606 -0.09 0.78 1.46
H -0.6570 -1.3687 0.0682 -0.02 -0.08 0.00
H 0.5029 -0.4670 -0.8421 0.40 -0.17 -0.03
H 0.1970 -0.0423 0.8283 0.13 0.14 0.51
H 1.1321 -2.7138 1.2014 -0.98 0.08 0.74
H 2.1952 -1.3902 1.0769 0.60 0.45 0.11
C 2.8368 -0.0033 -3.3838 -0.17 1.24 -0.13
C 2.7771 -1.0480 -4.5173 -0.42 -2.42 -0.22
O 2.4908 -2.3490 -4.2303 1.02 1.18 -0.21
H 1.9315 0.6082 -3.4480 -0.34 -0.13 0.63
H 3.6223 0.7524 -3.5375 0.38 0.04 -0.59
H 3.0495 -0.2885 -2.3546 -0.63 -0.94 -0.15
H 3.6774 -0.8592 -5.1441 1.22 -0.22 -0.09
H 2.0452 -0.7989 -5.3173 -0.93 1.31 -0.16
N -4.0543 -3.8884 3.4494 0.38 -1.71 0.63
O -5.1638 -3.5154 3.0969 -0.65 0.49 0.38
O -3.7211 -3.9068 4.6990 -0.33 0.63 0.04
O -3.2545 -4.3747 2.6521 0.41 0.04 -0.36
Br 0.3782 3.7129 -0.5524 -0.80 -0.46 0.72
C -1.2903 3.8034 0.5530 -0.87 0.55 -0.82
C -2.0488 2.5859 1.0705 0.84 -0.05 0.26
Br -3.7694 3.3725 1.7640 0.90 -0.40 0.01
H -1.9868 4.3391 -0.0904 0.34 0.22 -0.05
H -1.0665 4.4197 1.4210 0.26 0.06 -0.21
H -1.4155 2.1818 1.8597 -0.74 -0.31 0.40
H -2.3745 1.7688 0.4296 0.16 0.28 -0.35
C 1.0692 2.2335 -5.9706 0.00 -0.17 -0.15
C -0.4339 1.9608 -5.8241 0.47 1.58 -0.15
C -0.8712 0.7136 -6.5629 0.79 -1.01 0.85
O -1.0379 -0.1858 -5.4661 -0.33 -0.90 -1.09
C -0.9453 0.4399 -4.2672 0.20 -3.78 2.43
O -1.0095 -0.1357 -3.2080 -0.35 1.41 -2.00
O -0.7029 1.6987 -4.4609 0.04 2.77 -0.03
H 1.2719 2.5538 -6.9953 0.11 -0.22 -0.16
H 1.6184 1.3233 -5.7158 0.01 -0.24 -0.30
H 1.5167 2.9828 -5.3170 -0.65 0.23 0.21
H -1.0269 2.8226 -6.1378 0.01 0.19 0.20
H -0.0220 0.4241 -7.1863 -0.07 -0.52 0.03
H -1.7681 0.6646 -7.1817 -0.21 0.64 0.21
C 2.8560 1.5593 2.2009 -1.12 -0.56 1.31
C 4.2009 1.2650 1.6005 -3.33 1.47 -0.98
C 5.2927 0.5120 2.2790 -0.01 0.33 -0.47
O 5.5624 -0.4956 1.3364 2.02 -1.16 0.79
C 4.7882 -0.4178 0.2551 -2.50 -1.55 -2.09
O 4.7544 -1.1411 -0.6941 1.54 0.46 0.86
O 3.8497 0.5119 0.4404 1.08 1.20 0.11
H 2.2025 0.7125 2.4152 0.73 -0.54 0.24
H 2.2104 2.0572 1.4785 0.49 0.72 -0.07
H 2.9960 2.1153 3.1322 -0.29 0.35 -0.02
H 4.4521 2.2957 1.3283 1.10 -0.19 -0.54
H 5.0139 0.0967 3.2470 0.14 -0.07 -0.03
H 6.1460 1.1937 2.2822 0.31 -0.30 0.71
C -2.0843 -1.3587 3.5228 -0.16 1.30 -0.11
C -1.1413 -0.9618 4.6852 -0.65 -2.60 -2.80
C -0.6046 -2.2865 5.2262 -1.40 -0.85 1.42
O 0.7484 -2.3718 4.8874 0.10 0.52 0.59
C 1.0738 -1.2533 4.2354 2.04 -0.91 -0.94
O 2.2057 -1.1295 3.8352 -0.67 0.99 0.36
O 0.0422 -0.4409 4.0633 0.57 1.41 0.42
H -2.3716 -0.4227 3.0379 -0.53 -0.10 -0.09
H -2.9403 -1.9565 3.8361 0.04 0.48 0.29
H -1.6115 -1.9315 2.7223 0.47 -0.10 0.35
H -1.6246 -0.2585 5.3608 0.49 0.03 0.21
H -1.0634 -3.1684 4.7752 -0.57 0.32 0.16
H -0.7582 -2.3024 6.3107 0.34 -0.38 0.12